1.
C24H30N2O5S | ωB97M-V/def2-TZVPD

Each line ends with the Mulliken charge.
Atoms and positions in Å:
S1 -4.277 1.153 -0.645  1.524
O1 8.027 -0.401 0.568  -0.480
O2 -4.489 1.555 -2.006  -0.768
O3 1.243 -2.534 0.409  -0.683
O4 -4.369 2.167 0.371  -0.737
O5 7.294 2.404 0.426  -0.475
N1 -5.261 -0.161 -0.356  0.148
N2 2.142 -1.013 -0.995  0.136
C1 -2.666 0.379 -0.524  -0.249
C2 5.765 -0.920 -0.135  -0.411
C3 4.490 -0.517 -0.512  -0.167
C4 -5.225 -0.666 0.998  -0.966
C5 5.185 1.747 -0.237  -0.699
C6 8.611 2.200 0.884  -0.746
C7 -0.543 0.138 0.539  -0.069
C8 -6.502 -0.232 -1.090  -0.954
C9 -1.785 0.747 0.473  -0.545
C10 6.464 1.361 0.146  0.210
C11 -8.197 -0.440 0.795  -0.654
C12 2.822 1.313 -0.964  -0.971
C13 3.471 -1.567 -0.872  -1.603
C14 4.194 0.837 -0.568  0.624
C15 -0.193 -0.827 -0.399  -0.085
C16 -2.337 -0.588 -1.455  -0.469
C17 -5.998 0.183 2.013  -0.493
C18 6.763 -0.015 0.196  1.412
C19 2.086 0.221 -1.741  -1.056
C20 1.128 -1.538 -0.280  0.146
C21 -1.096 -1.196 -1.392  -0.329
C22 -7.711 0.395 -0.391  -0.526
C23 -7.491 -0.141 2.122  -0.788
C24 8.321 -1.773 0.646  -0.934
H1 -4.168 -0.689 1.277  0.314
H2 -7.462 1.408 -0.074  0.269
H3 2.251 1.560 -0.064  0.265
H4 7.685 -2.282 1.378  0.349
H5 5.968 -1.978 -0.103  0.494
H6 9.011 3.201 1.048  0.289
H7 3.756 -2.041 -1.823  0.296
H8 1.049 0.503 -1.922  0.472
H9 4.982 2.806 -0.270  0.472
H10 -5.547 0.042 2.998  0.520
H11 -6.708 -1.288 -1.305  0.386
H12 8.632 1.643 1.823  0.275
H13 9.358 -1.828 0.972  0.255
H14 -7.626 -1.006 2.777  0.287
H15 2.897 2.218 -1.568  0.459
H16 -9.267 -0.274 0.939  0.366
H17 -8.513 0.464 -1.130  0.396
H18 -5.854 1.227 1.739  0.271
H19 0.155 0.404 1.319  0.582
H20 -5.596 -1.695 0.987  0.516
H21 -8.073 -1.497 0.544  0.301
H22 -0.821 -1.956 -2.107  0.454
H23 3.429 -2.345 -0.105  0.549
H24 -2.086 1.506 1.178  0.523
H25 8.223 -2.264 -0.327  0.335
H26 2.582 0.058 -2.705  0.436
H27 -6.308 0.284 -2.031  0.479
H28 9.223 1.681 0.144  0.258
H29 -7.980 0.708 2.605  0.353
H30 -3.056 -0.842 -2.217  0.439

Summary:
Net charge ... 0
SMILES string ... COc1cc2c(cc1OC)CN(C(=O)c1ccc(S(=O)(=O)N3CCCCCC3)cc1)CC2
Spin multiplicity ... 1
E_HOMO ... -8.06 eV
Energy above the lowest of the compared OMol25 structures with the same formula, charge and spin ... 227.6 kJ/mol



2.
C24H30N4O4 | ωB97M-V/def2-TZVPD

Each line ends with the Mulliken charge.
Atoms and positions in Å:
O1 6.224 -0.058 1.155  -0.460
O2 -3.829 -2.422 -0.895  -0.688
O3 3.336 3.371 -0.850  -0.665
O4 -0.009 1.199 -2.771  -0.775
N1 -1.867 -1.299 -0.751  0.032
N2 -2.645 -2.511 1.060  0.044
N3 0.060 3.075 -1.565  0.285
N4 2.499 1.386 -1.629  0.033
C1 -3.457 -3.327 1.850  0.678
C2 -1.037 -0.390 0.007  -0.490
C3 -2.919 -3.812 3.041  -0.483
C4 1.336 3.397 -2.196  -1.335
C5 -2.649 0.545 -2.193  -1.222
C6 -3.678 -4.602 3.883  -0.560
C7 3.747 -1.920 -0.694  -0.687
C8 6.615 1.270 1.417  -0.782
C9 2.520 2.727 -1.478  0.770
C10 0.495 4.097 0.646  -1.102
C11 -5.522 -4.435 2.370  -0.590
C12 -1.895 1.571 -1.332  0.014
C13 4.821 -1.607 0.113  -0.691
C14 -0.551 1.931 -1.948  0.511
C15 -2.027 -0.850 -2.122  -1.107
C16 4.392 0.740 -0.227  0.039
C17 2.986 -0.920 -1.272  -0.730
C18 3.310 0.413 -1.037  -0.175
C19 -0.403 4.041 -0.589  -0.685
C20 -2.869 -2.087 -0.232  0.596
C21 5.150 -0.271 0.350  0.616
C22 -4.772 -3.642 1.520  -0.400
C23 -1.695 0.993 0.078  -0.736
C24 -4.984 -4.918 3.551  -0.494
H1 -1.422 3.805 -0.289  0.302
H2 2.148 -1.165 -1.908  0.507
H3 -3.245 -4.972 4.801  0.360
H4 -2.660 0.874 -3.233  0.449
H5 -0.070 -0.317 -0.502  -0.044
H6 -1.718 -2.378 1.434  0.208
H7 5.825 1.828 1.930  0.317
H8 -3.679 0.486 -1.836  0.481
H9 4.620 1.779 -0.065  0.720
H10 -0.415 5.028 -1.068  0.437
H11 5.423 -2.376 0.570  0.445
H12 -1.898 -3.569 3.305  0.304
H13 -6.540 -4.677 2.103  0.362
H14 0.548 3.124 1.130  0.248
H15 -2.672 -1.565 -2.635  0.533
H16 -1.043 -0.842 -2.595  0.330
H17 -2.672 0.889 0.557  0.494
H18 7.486 1.197 2.066  0.230
H19 -0.853 -0.753 1.019  0.456
H20 1.504 4.398 0.384  0.352
H21 -5.190 -3.277 0.598  0.443
H22 -5.577 -5.536 4.208  0.373
H23 1.480 4.477 -2.173  0.423
H24 3.497 -2.954 -0.876  0.387
H25 -2.512 2.473 -1.275  0.518
H26 -1.082 1.654 0.691  0.272
H27 6.890 1.796 0.498  0.320
H28 1.304 3.052 -3.234  0.462
H29 1.747 1.022 -2.216  0.134
H30 0.091 4.815 1.354  0.417

Summary:
Net charge ... 0
SMILES string ... CCN(CC(=O)Nc1cccc(OC)c1)C(=O)C1CCN(C(=O)Nc2ccccc2)CC1
Spin multiplicity ... 1
E_HOMO ... -8.23 eV
Energy above the lowest of the compared OMol25 structures with the same formula, charge and spin ... 44.6 kJ/mol



3.
C24H30N4O5 | ωB97M-V/def2-TZVPD

Each line ends with the Mulliken charge.
Atoms and positions in Å:
O1 -0.648 -0.025 -2.597  -0.774
O2 -1.732 0.255 0.908  0.514
O3 -0.814 -2.950 0.804  -0.692
O4 -1.226 3.545 -0.183  -0.662
O5 3.855 -2.527 0.710  -0.511
N1 0.390 2.240 -1.125  0.042
N2 -2.316 -0.928 -1.384  0.457
N3 2.546 1.727 -0.618  -0.519
N4 0.482 -1.585 -0.455  0.421
C1 -4.645 -1.167 -0.686  -0.627
C2 -1.731 0.096 -2.035  0.516
C3 2.803 -2.351 -0.229  0.113
C4 -1.218 0.646 2.169  -0.261
C5 3.661 2.517 1.336  -0.496
C6 -3.025 -0.133 0.794  1.021
C7 4.981 -1.779 0.301  -0.299
C8 -0.825 2.858 -1.096  0.489
C9 1.367 3.088 0.960  -0.301
C10 -1.653 2.595 -2.344  -1.111
C11 -3.358 -0.735 -0.433  -0.403
C12 3.625 1.821 0.141  -0.615
C13 1.630 -1.589 0.415  -0.694
C14 -0.624 -2.303 -0.205  0.460
C15 1.440 2.357 -0.229  0.424
C16 4.901 -1.723 -1.223  -0.783
C17 -5.319 -0.383 1.469  -0.852
C18 -2.546 1.373 -2.117  -0.279
C19 -4.030 0.045 1.737  -1.127
C20 -5.633 -0.993 0.268  -0.788
C21 3.392 -1.608 -1.443  -0.238
C22 -1.130 -0.514 3.155  -1.206
C23 2.499 3.156 1.749  -0.649
C24 -1.658 -2.224 -1.339  -1.026
H1 3.073 -2.051 -2.384  0.400
H2 0.453 3.585 1.233  0.494
H3 -3.818 0.521 2.681  0.466
H4 4.502 1.313 -0.240  0.640
H5 -6.639 -1.330 0.074  0.432
H6 -1.010 2.425 -3.208  0.369
H7 -6.085 -0.238 2.216  0.437
H8 -0.712 -1.385 2.656  0.184
H9 -1.162 -2.386 -2.299  0.413
H10 5.280 -2.652 -1.648  0.312
H11 -3.236 1.262 -2.958  0.396
H12 3.085 -0.561 -1.423  -0.054
H13 -0.492 -0.237 3.988  0.452
H14 5.870 -2.290 0.676  0.342
H15 -2.281 3.469 -2.521  0.457
H16 1.349 -2.097 1.340  0.437
H17 5.457 -0.887 -1.643  0.358
H18 0.530 -1.052 -1.315  0.300
H19 4.565 2.561 1.923  0.437
H20 1.935 -0.564 0.642  -0.103
H21 4.941 -0.769 0.733  0.145
H22 -3.137 1.511 -1.213  0.356
H23 -4.866 -1.636 -1.633  0.508
H24 -2.418 -2.989 -1.170  0.403
H25 -1.803 1.480 2.576  0.499
H26 2.478 3.710 2.676  0.419
H27 0.579 1.613 -1.902  0.298
H28 -0.216 1.014 1.933  -0.066
H29 -2.110 -0.788 3.538  0.397
H30 2.447 -3.353 -0.502  0.330

Summary:
Net charge ... 0
SMILES string ... CCOc1ccccc1N(CC(=O)NC[C@H]1CCCO1)C(=O)CCC(=O)Nc1ccccn1
Spin multiplicity ... 1
E_HOMO ... -8.74 eV
Energy above the lowest of the compared OMol25 structures with the same formula, charge and spin ... 114.7 kJ/mol